# 1
C43H32BrMoO4P2S | ωB97M-V with the def2-TZVPD basis set

```
84
Properties=species:S:1:pos:R:3
Mo -0.2029 -0.3808 0.0056
O -1.8609 2.6979 2.1939
C -1.7309 1.7762 1.4236
O -0.7754 0.8878 1.4957
C -2.7549 1.5357 0.3054
P -2.7690 -0.2700 0.0797
C -3.6539 -0.8619 1.5722
C -3.8265 -0.0917 2.7206
C -4.4792 -0.6202 3.8279
C -4.9682 -1.9150 3.8032
C -4.8069 -2.6884 2.6609
C -4.1558 -2.1664 1.5578
C -3.9462 -0.7520 -1.2153
C -3.5950 -1.7331 -2.1362
C -4.5199 -2.1511 -3.0857
C -5.7863 -1.5904 -3.1206
C -6.1438 -0.6168 -2.1950
C -5.2290 -0.2063 -1.2399
H -2.3734 1.9822 -0.6138
H -3.7045 1.9970 0.5708
H -3.4583 0.9180 2.7794
H -4.5997 -0.0088 4.7133
H -5.4738 -2.3234 4.6694
H -5.1824 -3.7032 2.6312
H -4.0228 -2.7823 0.6758
H -2.6027 -2.1675 -2.1062
H -4.2418 -2.9150 -3.8000
H -6.5015 -1.9144 -3.8665
H -7.1360 -0.1843 -2.2142
H -5.5151 0.5356 -0.5034
C 5.9697 -1.0328 -1.5528
C 4.7422 -0.8904 -2.1774
C 3.5790 -0.7873 -1.4274
C 3.6462 -0.8229 -0.0396
C 4.8857 -0.9399 0.5876
C 6.0419 -1.0569 -0.1640
P 2.1477 -0.4836 0.9449
C 2.3350 -1.3080 2.5499
C 1.5870 -0.7728 3.6058
C 1.6090 -1.3727 4.8525
C 2.3760 -2.5123 5.0600
C 3.1054 -3.0533 4.0110
C 3.0797 -2.4595 2.7571
C 2.4460 1.2582 1.3675
C 3.3455 1.7113 2.2920
C 3.6079 3.0918 2.3956
C 2.9961 3.9706 1.5460
C 2.0686 3.5255 0.5740
C 1.4388 4.4146 -0.3292
C 0.5632 3.9218 -1.2502
C 0.2410 2.5445 -1.2917
C 0.7810 1.6233 -0.4232
C 1.7550 2.1443 0.5002
H 6.8718 -1.1291 -2.1441
H 4.6781 -0.8805 -3.2577
H 2.6161 -0.7196 -1.9154
H 4.9533 -0.9414 1.6723
H 6.9975 -1.1656 0.3331
H 0.9814 0.1096 3.4387
H 1.0255 -0.9512 5.6622
H 2.3923 -2.9852 6.0345
H 3.6824 -3.9560 4.1585
H 3.6387 -2.8995 1.9432
H 3.8603 1.0134 2.9431
H 4.3096 3.4501 3.1384
H 3.2144 5.0313 1.6068
H 1.6681 5.4731 -0.2796
H 0.0879 4.5922 -1.9575
H -0.4693 2.2233 -2.0449
O 2.5730 -3.6998 -1.3176
C 1.7059 -3.2403 -0.5678
O 1.1600 -2.0825 -0.6395
C 1.3254 -4.0364 0.6661
C 2.1120 -5.1146 1.0705
C 1.8354 -5.8005 2.2431
C 0.7550 -5.4085 3.0261
C -0.0475 -4.3560 2.6168
C 0.2342 -3.6737 1.4324
S -0.9433 -2.4830 0.8645
H 2.9431 -5.3794 0.4326
H 2.4604 -6.6324 2.5495
H 0.5304 -5.9281 3.9516
H -0.9076 -4.0553 3.2005
Br -0.4796 -0.3928 -2.4834
```

Computed properties:
DFT total energy (eV): -154616.813
2S+1: 3
Total charge: -1
Energy above the lowest of the compared OMol25 structures with the same formula, charge and spin (eV): 0.0000
E_LUMO (alpha / beta) (eV): 2.4 / 2.4
Expectation value of S²: 2.021

# 2
C3H8N2O2 | ωB97M-V with the def2-TZVPD basis set

```
15
Properties=species:S:1:pos:R:3
N 2.3532 1.0268 -0.4506
C 1.0219 0.7882 -0.1707
O 0.3582 1.5838 0.5001
N 0.5316 -0.3766 -0.6869
C -0.8748 -0.7576 -0.5954
C -1.4409 -0.7312 0.8323
O -2.0420 0.4861 1.1744
H 2.7391 1.7699 0.1142
H 2.9553 0.2191 -0.5358
H 1.0409 -0.7604 -1.4728
H -0.9288 -1.7778 -0.9906
H -1.5094 -0.1167 -1.2224
H -0.6367 -1.0173 1.5315
H -2.2247 -1.4922 0.9083
H -1.3430 1.1558 1.0643
```

Computed properties:
DFT total energy (eV): -10316.708
SMILES: NC(=O)NCCO
Energy above the lowest of the compared OMol25 structures with the same formula, charge and spin (eV): 0.2444
E_LUMO (eV): 0.7

# 3
C22H21BF3O7 | ωB97M-V with the def2-TZVPD basis set

```
54
Properties=species:S:1:pos:R:3
B 1.6504 -1.3570 5.0982
C 2.1514 -0.4420 3.8229
C 3.5248 -0.7824 3.2742
O 4.6166 -0.6811 4.2130
C 4.6558 0.4983 4.9303
C 5.0124 1.7308 4.1006
F 5.7158 2.6177 4.8399
F 3.9455 2.4059 3.6277
F 5.7660 1.4362 3.0277
H 1.4050 -2.5125 4.7149
H 2.5258 -1.4006 5.9717
H 0.6187 -0.8736 5.5764
H 1.4648 -0.5603 2.9718
H 2.1084 0.6272 4.0779
H 3.7990 -0.1805 2.3886
H 3.5490 -1.8304 2.9668
H 5.4473 0.4110 5.6765
H 3.7089 0.6988 5.4432
C 1.7964 2.4961 -0.0416
C 1.4179 1.9991 1.1336
C -0.0227 1.7907 1.4545
O -0.3464 1.3315 2.5214
C -1.0172 2.1453 0.4065
C -0.6307 2.6397 -0.7660
C 0.8028 2.8540 -1.0814
O 1.1453 3.2944 -2.1623
H 2.8352 2.6571 -0.3018
H 2.1129 1.7161 1.9168
H -2.0542 1.9611 0.6547
H -1.3299 2.8959 -1.5530
C -1.9417 -2.9578 -0.6379
C -1.6356 -3.8951 -1.5302
C -0.7858 -3.5879 -2.7097
O -0.5254 -4.4416 -3.5313
C -0.2728 -2.2016 -2.8475
C -0.5686 -1.2677 -1.9491
C -1.4460 -1.5655 -0.7911
O -1.7676 -0.6990 -0.0072
H -2.5591 -3.1470 0.2309
H -1.9842 -4.9169 -1.4502
H 0.3347 -2.0053 -3.7210
H -0.2188 -0.2459 -2.0341
C -3.7578 0.0842 -3.5687
C -5.0389 0.4407 -3.5463
C -5.7998 0.6627 -4.8028
O -6.9673 0.9874 -4.7844
C -5.0753 0.4730 -6.0864
C -3.7948 0.1162 -6.1096
C -3.0350 -0.1088 -4.8526
O -1.8697 -0.4365 -4.8709
H -3.1823 -0.0764 -2.6640
H -5.5885 0.5883 -2.6253
H -5.6535 0.6432 -6.9857
H -3.2413 -0.0292 -7.0286
```

Computed properties:
DFT total energy (eV): -46312.936
Total charge: -1
E_LUMO (eV): -0.4

# 4
C2H7N3O2 | ωB97M-V with the def2-TZVPD basis set

```
14
Properties=species:S:1:pos:R:3
C -1.0854 0.4079 0.7708
N -1.9976 0.2814 -0.1600
O -2.5161 -0.8045 -0.4794
O -2.2660 1.2792 -1.0743
H -1.0288 -0.4068 1.4197
H -0.5035 1.1980 0.9828
H -3.2426 1.0574 -1.2778
H 2.0694 1.1124 -0.7731
N 1.6343 0.2934 -1.1593
C 1.2043 -0.3220 -0.0987
N 0.6517 -1.5549 -0.2716
H 1.5116 -0.1197 0.9348
H 0.2742 -1.7881 -1.1239
H 0.3040 -2.0350 0.4919
```

Computed properties:
DFT total energy (eV): -10748.083
SMILES: C=[N+]([O-])O.[H]/N=C/N
Energy above the lowest of the compared OMol25 structures with the same formula, charge and spin (eV): 5.9926
E_LUMO (eV): 0.5

# 5
CH4IPS2 | ωB97M-V with the def2-TZVPD basis set

```
9
Properties=species:S:1:pos:R:3
C 1.6121 0.3338 0.6167
P -2.0825 -1.2974 -0.0012
S 1.3687 1.8722 -0.1101
S -1.1405 -0.2540 -1.3293
I 2.5194 -1.2567 -0.3782
H 0.8697 0.1959 1.3320
H -3.3752 -0.7589 -0.0975
H -1.6620 -0.6095 1.2336
H 1.8902 1.7745 -1.2659
```

Computed properties:
DFT total energy (eV): -40158.437
Energy above the lowest of the compared OMol25 structures with the same formula, charge and spin (eV): 3.1055
E_LUMO (alpha / beta) (eV): -0.2 / -2.1

# 6
C3H10NO2 | ωB97M-V with the def2-TZVPD basis set

```
16
Properties=species:S:1:pos:R:3
O 2.1522 0.2595 -1.6583
C 1.9631 0.7327 -0.5718
C 0.7930 0.2473 0.2799
C 0.2463 1.3390 1.2237
N -0.2258 -0.2827 -0.6994
H 2.6926 1.3753 -0.0571
H 1.1181 -0.6049 0.8754
H 0.5336 2.3202 0.8333
H 0.7690 1.2624 2.1700
H -0.8372 1.3114 1.2513
H 0.3441 -0.4766 -1.5420
H -0.8382 0.4930 -0.9528
H -0.7411 -1.0926 -0.3375
H -3.2752 -2.0594 0.1575
H -2.3006 -2.8233 -0.7341
O -2.3940 -2.0012 -0.2381
```

Computed properties:
DFT total energy (eV): -8851.512
Total charge: +1
Energy above the lowest of the compared OMol25 structures with the same formula, charge and spin (eV): 0.8286
E_LUMO (eV): -3.8

# 7
C4H5NO4 | ωB97M-V with the def2-TZVPD basis set

```
14
Properties=species:S:1:pos:R:3
O 2.1002 1.3261 0.6522
C 1.1738 0.7794 0.0793
C 1.2606 -0.7035 0.1152
O 0.2157 -1.4346 -0.4557
C -1.0399 -1.2617 0.2374
O -1.2278 0.0488 0.7185
N -1.2207 0.9492 -0.3800
C 0.0064 1.5159 -0.6085
O 0.1054 2.5014 -1.3015
H 2.1538 -0.9332 -0.4956
H 1.4175 -1.0168 1.1784
H -1.8414 -1.4057 -0.4906
H -1.1020 -1.9138 1.1552
H -2.0017 1.5485 -0.4042
```

Computed properties:
DFT total energy (eV): -13906.449
SMILES: O=C1COCONC1=O
Energy above the lowest of the compared OMol25 structures with the same formula, charge and spin (eV): 2.9631
E_LUMO (eV): -0.1

# 8
CHN2O4 | ωB97M-V with the def2-TZVPD basis set

```
8
Properties=species:S:1:pos:R:3
O 3.8202 -0.0493 1.0544
C 3.1904 -0.2156 0.0696
O 3.2944 -0.5822 -1.0254
N 1.4456 0.0894 0.3248
N 0.8763 1.0282 -0.0282
O 1.0278 2.1754 -0.2696
O -0.6647 0.6153 -0.3974
H -0.4900 -0.1500 -1.0206
```

Computed properties:
DFT total energy (eV): -12221.090
Total charge: -1
SMILES: O=C([O-])/N=[N+](\[O-])O
Energy above the lowest of the compared OMol25 structures with the same formula, charge and spin (eV): 1.4353
E_LUMO (eV): 4.1